ORCA calculation (the ωB97M-V functional and the def2-TZVPD basis) on a 10-piece molecular cluster, C54H54N6O8 overall.

Each line ends with the Mulliken charge.
Geometry (Å):
O: 19.94 8.44 15.38  -0.155
C: 19.92 8.55 14.04  0.163
C: 19.39 7.52 13.27  -2.733
C: 19.27 7.80 11.82  -0.166
C: 19.78 9.00 11.29  0.897
O: 19.58 9.30 9.97  -0.515
C: 20.28 10.07 12.13  -1.425
C: 20.28 9.80 13.48  0.496
H: 19.91 9.19 15.95  -0.233
H: 19.08 6.74 13.59  2.440
H: 18.80 7.02 11.20  0.017
H: 19.34 8.56 9.33  0.123
H: 20.81 10.92 11.76  1.139
H: 20.64 10.50 14.34  -0.054
O: 20.08 10.68 17.30  -0.361
C: 18.85 10.79 17.84  0.118
C: 18.22 12.05 17.93  -0.412
C: 16.97 12.26 18.64  -0.735
C: 16.44 11.13 19.30  1.068
O: 15.29 11.21 20.13  -0.561
C: 17.05 9.89 19.09  -0.553
C: 18.31 9.75 18.44  -0.478
H: 20.53 11.52 17.00  0.213
H: 18.79 12.89 17.43  0.197
H: 16.64 13.34 18.72  0.364
H: 14.93 10.27 20.28  0.314
H: 16.52 8.85 19.61  -0.049
H: 18.69 8.85 18.45  0.814
O: 21.80 6.34 10.59  -0.524
C: 21.98 7.14 9.42  1.180
C: 23.12 8.00 9.30  -0.501
C: 23.33 8.65 7.91  -0.589
C: 22.54 8.38 6.87  0.243
O: 22.74 8.98 5.66  -0.542
C: 21.43 7.49 7.08  -0.269
C: 21.26 6.84 8.30  -0.915
H: 21.92 6.78 11.46  0.149
H: 23.83 8.22 10.00  0.382
H: 24.30 9.15 7.64  0.227
H: 23.52 8.85 5.20  0.313
H: 20.90 7.25 6.13  0.350
H: 20.44 6.24 8.33  0.439
O: 17.14 2.28 10.97  -0.616
C: 16.23 3.04 11.45  0.452
C: 14.92 2.97 11.07  -0.516
C: 13.90 4.05 11.44  -0.798
C: 14.33 5.03 12.39  0.671
O: 13.29 5.94 12.74  -0.521
C: 15.62 4.97 12.85  -0.385
C: 16.52 4.11 12.36  0.310
H: 18.10 2.69 11.19  0.417
H: 14.49 2.16 10.30  0.215
H: 12.86 3.99 11.36  0.533
H: 13.75 6.47 13.30  0.265
H: 15.83 5.72 13.58  0.293
H: 17.59 4.54 12.66  -0.315
C: 24.96 8.38 12.14  -0.252
C: 25.49 7.04 12.24  -0.171
C: 24.82 6.07 12.88  -0.466
N: 23.72 6.37 13.64  -0.486
C: 23.20 7.66 13.63  -0.917
C: 23.88 8.64 12.91  -0.303
H: 25.60 9.43 11.81  0.207
H: 26.34 6.62 11.59  0.259
H: 25.06 5.06 12.85  0.482
H: 22.51 7.89 14.28  1.194
H: 23.28 9.46 12.77  0.525
C: 14.85 6.89 8.52  -0.203
C: 15.57 5.83 8.93  -0.999
C: 16.91 6.01 9.15  -0.574
N: 17.61 7.20 8.78  -0.096
C: 16.82 8.18 8.50  0.220
C: 15.41 8.14 8.38  -1.055
H: 13.67 6.55 8.35  0.147
H: 15.34 4.92 9.15  0.929
H: 17.35 5.30 9.75  0.798
H: 17.34 9.15 8.27  0.296
H: 14.83 8.96 8.19  0.571
C: 22.58 8.80 17.39  0.988
C: 22.43 7.56 18.08  -0.343
C: 23.36 7.33 19.12  -0.307
N: 24.44 8.09 19.39  -0.584
C: 24.67 9.16 18.61  -0.123
C: 23.76 9.62 17.62  -0.908
H: 21.98 9.11 16.43  0.021
H: 21.62 6.94 17.71  0.361
H: 23.26 6.37 19.70  0.338
H: 25.59 9.79 18.84  0.304
H: 24.24 10.36 16.88  0.263
C: 20.42 15.57 11.51  -0.541
C: 20.71 15.95 10.10  -0.296
C: 20.47 15.04 9.10  -0.219
N: 19.90 13.88 9.28  -0.550
C: 19.53 13.49 10.47  -0.334
C: 19.83 14.17 11.64  -0.149
H: 20.58 16.42 12.31  0.260
H: 21.15 16.83 9.80  0.429
H: 20.83 15.35 8.10  0.297
H: 19.37 12.45 10.39  0.705
H: 19.41 13.92 12.63  0.427
C: 17.82 4.86 17.99  -0.406
C: 17.13 3.82 17.41  -0.595
C: 17.47 3.54 15.99  -0.099
N: 18.52 4.11 15.43  -0.417
C: 19.25 4.93 16.06  0.416
C: 18.95 5.44 17.31  0.179
H: 17.64 5.27 19.01  0.350
H: 16.18 3.32 17.81  0.299
H: 17.00 2.54 15.44  0.219
H: 20.16 5.60 15.72  0.005
H: 19.52 6.23 17.86  0.058
C: 16.13 13.25 14.03  -0.347
C: 15.70 13.67 12.80  -0.303
C: 15.96 12.82 11.74  -0.140
N: 16.59 11.65 11.86  -0.274
C: 16.92 11.24 13.06  -0.527
C: 16.82 12.01 14.19  -0.519
H: 15.89 13.92 14.94  0.252
H: 15.25 14.69 12.61  0.324
H: 15.62 13.28 10.63  0.151
H: 17.41 10.27 13.02  0.574
H: 17.18 11.62 15.08  0.771

Summary:
* LUMO energy: 0.002 hartree
* molecular weight: 915.06 g/mol
* HOMO: -7.8 eV
* gap between HOMO and LUMO: 7.903 eV
* spin multiplicity: 1
* energy relative to the best compared isomer or geometry (same formula, charge and spin): 0.0 kJ/mol
* structure (SMILES): Oc1ccc(O)cc1.Oc1ccc(O)cc1.Oc1ccc(O)cc1.Oc1ccc(O)cc1.c1ccncc1.c1ccncc1.c1ccncc1.c1ccncc1.c1ccncc1.c1ccncc1

---

ORCA calculation (the ωB97M-V functional and the def2-TZVPD basis) on C8H7O6V as an isolated structure.

Each line ends with the natural charge from an NBO analysis.
Geometry (Å):
O: -2.98 -3.18 1.25  -0.502
C: -2.09 -3.65 0.70  0.505
V: 0.48 0.36 -0.82  0.248
O: 1.49 -1.63 1.29  -0.383
C: 1.05 -0.81 0.59  0.553
C: 1.50 2.01 -0.07  0.548
O: 1.72 3.02 0.46  -0.362
C: -1.01 1.88 -0.93  0.537
O: -1.81 2.70 -1.05  -0.350
C: 1.19 -0.37 -2.41  0.533
O: 1.64 -0.85 -3.38  -0.362
H: 0.02 -1.20 -1.07  -0.048
C: -2.21 1.62 3.52  -0.730
C: -1.12 0.99 2.68  0.675
C: -0.08 0.24 3.49  -0.741
O: -1.08 1.10 1.45  -0.645
H: -2.01 1.51 4.60  0.239
H: -3.17 1.15 3.26  0.269
H: -2.29 2.69 3.26  0.262
H: -0.15 -0.83 3.30  0.262
H: 0.93 0.58 3.22  0.243
H: -0.22 0.41 4.57  0.248

Summary:
* LUMO energy (alpha / beta): -0.206 / -0.215 hartree
* molecular weight: 250.08 g/mol
* HOMO (alpha / beta): -13.6 / -14.3 eV
* gap between HOMO and LUMO (alpha / beta): 7.964 / 8.451 eV
* expectation value of S²: 3.770
* spin multiplicity: 4
* net charge: +1
* energy relative to the best compared isomer or geometry (same formula, charge and spin): 0.0 kJ/mol

---

ORCA calculation (the ωB97M-V functional and the def2-TZVPD basis) on C30H47NO3P2Zr as an isolated structure.

Each line ends with the Mulliken charge.
Geometry (Å):
Zr: 0.33 1.01 -0.52  -0.639
C: -4.91 2.05 -0.24  -1.354
C: -3.52 2.00 -0.90  0.881
C: -3.58 1.57 -2.37  -1.339
P: -2.27 1.01 -0.02  1.402
C: -2.34 1.21 1.81  0.818
C: -1.94 2.65 2.18  -1.493
C: -3.63 0.78 2.50  -1.485
C: -2.44 -0.76 -0.36  0.071
C: -3.62 -1.39 -0.76  -0.741
C: -3.64 -2.73 -1.13  0.432
C: -4.92 -3.42 -1.53  -1.671
C: -2.42 -3.42 -1.14  -0.836
C: -1.24 -2.82 -0.74  -0.802
C: -1.25 -1.49 -0.32  0.253
N: -0.04 -0.86 0.17  0.740
C: 0.80 -1.62 1.08  0.028
C: 0.31 -2.71 1.79  -0.579
C: 1.14 -3.43 2.63  -1.219
C: 2.48 -3.10 2.82  0.376
C: 3.38 -3.90 3.72  -1.601
C: 2.94 -1.97 2.16  -0.371
C: 2.12 -1.23 1.31  -0.097
P: 2.60 0.37 0.65  0.671
C: 4.20 0.32 -0.23  0.919
C: 5.42 0.46 0.68  -1.366
C: 4.26 -0.93 -1.11  -1.586
C: 2.70 1.51 2.08  0.461
C: 1.53 1.25 3.04  -2.022
C: 2.66 2.96 1.57  -1.329
H: -5.60 2.49 -0.96  0.503
H: -4.91 2.68 0.65  0.309
H: -5.29 1.07 0.04  0.239
H: -3.08 3.00 -0.87  0.524
H: -4.10 0.62 -2.49  0.277
H: -2.59 1.47 -2.80  -0.071
H: -4.13 2.33 -2.94  0.568
H: -1.56 0.52 2.14  0.021
H: -2.74 3.35 1.94  0.334
H: -1.05 3.00 1.65  0.380
H: -1.73 2.73 3.25  0.396
H: -4.42 1.51 2.39  0.309
H: -3.45 0.65 3.57  0.445
H: -4.00 -0.18 2.12  0.338
H: -4.55 -0.84 -0.78  0.200
H: -5.79 -2.81 -1.29  0.369
H: -5.03 -4.37 -1.01  0.413
H: -4.93 -3.63 -2.60  0.345
H: -2.40 -4.45 -1.46  0.472
H: -0.32 -3.38 -0.75  0.713
H: -0.73 -3.01 1.69  0.562
H: 0.73 -4.29 3.16  0.427
H: 2.96 -4.88 3.93  0.397
H: 3.51 -3.39 4.68  0.333
H: 4.37 -4.03 3.28  0.387
H: 3.96 -1.65 2.32  0.315
H: 4.16 1.20 -0.89  0.519
H: 5.44 -0.30 1.47  0.233
H: 5.48 1.44 1.15  0.399
H: 6.32 0.33 0.09  0.478
H: 4.38 -1.83 -0.50  0.337
H: 5.11 -0.86 -1.79  0.478
H: 3.35 -1.06 -1.71  0.286
H: 3.64 1.33 2.60  0.767
H: 0.56 1.25 2.51  0.494
H: 1.48 2.03 3.79  0.541
H: 1.61 0.28 3.53  0.281
H: 1.72 3.18 1.06  0.167
H: 3.47 3.19 0.87  0.333
H: 2.73 3.66 2.40  0.529
C: -0.21 1.56 -4.66  -1.286
C: 0.83 1.28 -3.62  1.606
C: 2.22 1.08 -4.19  -1.479
O: 0.45 0.10 -2.76  -0.399
C: 0.80 2.21 -2.41  0.221
O: 1.79 2.18 -1.61  -0.474
O: -0.34 2.51 -1.92  -0.493
H: -0.21 0.78 -5.42  0.421
H: 0.02 2.51 -5.15  0.412
H: -1.20 1.64 -4.22  0.134
H: 2.20 0.28 -4.92  0.418
H: 2.94 0.85 -3.41  0.275
H: 2.53 2.00 -4.70  0.426
H: 0.47 -0.71 -3.28  0.346

Summary:
* LUMO energy: -0.242 hartree
* molecular weight: 622.88 g/mol
* HOMO: -13.3 eV
* gap between HOMO and LUMO: 6.754 eV
* spin multiplicity: 1
* net charge: +2
* energy relative to the best compared isomer or geometry (same formula, charge and spin): 48.8 kJ/mol

---

ORCA calculation (the ωB97M-V functional and the def2-TZVPD basis) on the molecule C6H11NO2.

Each line ends with the natural charge from an NBO analysis.
Geometry (Å):
C: 2.12 -1.43 0.63  -0.285
C: 1.18 -0.50 0.82  -0.117
C: 1.38 0.72 1.67  -0.635
C: -0.18 -0.80 0.35  0.614
O: -0.59 -1.96 0.07  -0.624
N: -1.19 0.14 0.52  -0.140
O: -2.38 -0.48 0.36  -0.599
C: -0.83 1.15 -0.77  -0.228
C: -1.34 0.55 -2.06  -0.654
H: 1.92 -2.32 0.06  0.219
H: 3.14 -1.27 0.96  0.199
H: 2.34 0.66 2.19  0.221
H: 1.37 1.63 1.07  0.217
H: 0.58 0.81 2.41  0.239
H: -1.94 -1.57 0.12  0.480
H: -1.40 2.02 -0.46  0.212
H: 0.23 1.38 -0.79  0.202
H: -0.74 -0.30 -2.37  0.211
H: -1.31 1.31 -2.84  0.224
H: -2.37 0.23 -1.93  0.242

Summary:
* LUMO energy: 0.006 hartree
* molecular weight: 129.16 g/mol
* HOMO: -9.0 eV
* gap between HOMO and LUMO: 9.142 eV
* spin multiplicity: 1
* energy relative to the best compared isomer or geometry (same formula, charge and spin): 365.1 kJ/mol
* structure (SMILES): C=C(C)C(=O)N(O)CC

---

ORCA calculation (the ωB97M-V functional and the def2-TZVPD basis) on a 2-piece molecular cluster, C6H14NO2 overall.

Each line ends with the natural charge from an NBO analysis.
Geometry (Å):
C: 0.73 0.06 -1.55  -0.038
C: 0.18 -0.41 1.08  0.113
C: -1.71 -1.99 1.10  -0.436
C: -2.08 0.37 0.82  -0.405
C: 2.60 2.12 -1.00  -0.297
C: 2.04 -0.12 -1.36  0.097
N: -1.10 -0.66 1.01  -0.224
O: -0.13 -0.95 -1.77  -0.707
O: 2.94 0.77 -0.90  -0.462
H: 0.41 1.12 -1.85  0.200
H: 0.81 -1.26 1.19  0.222
H: 0.42 -1.59 -2.31  0.500
H: 0.58 0.60 1.00  0.241
H: -2.29 -2.13 0.21  0.238
H: -1.11 -2.82 1.14  0.238
H: -2.42 -2.14 1.94  0.246
H: -1.56 1.31 0.71  0.223
H: -2.48 0.14 -0.10  0.232
H: -2.75 0.40 1.61  0.237
H: 2.20 2.55 -1.94  0.196
H: 3.63 2.67 -0.87  0.224
H: 1.95 2.55 -0.29  0.175
H: 2.44 -1.10 -1.22  0.188

Summary:
* LUMO energy: -0.160 hartree
* molecular weight: 132.18 g/mol
* HOMO: -12.3 eV
* gap between HOMO and LUMO: 7.922 eV
* spin multiplicity: 1
* net charge: +1
* energy relative to the best compared isomer or geometry (same formula, charge and spin): 267.9 kJ/mol

---

ORCA calculation (the ωB97M-V functional and the def2-TZVPD basis) on CHBr3FTl as an isolated structure.

Each line ends with the natural charge from an NBO analysis.
Geometry (Å):
Tl: 2.32 3.58 -5.27  0.999
F: 1.12 0.62 -3.06  -0.240
C: -0.70 -0.74 1.49  -0.519
Br: 0.52 -2.31 1.43  0.504
Br: 0.01 0.72 2.53  0.470
Br: -2.31 -1.38 2.43  0.514
H: -0.95 -0.49 0.46  0.271

Summary:
* LUMO energy: -0.532 hartree
* molecular weight: 476.11 g/mol
* HOMO: -16.9 eV
* gap between HOMO and LUMO: 2.414 eV
* spin multiplicity: 1
* net charge: +2

---

ORCA calculation (the ωB97M-V functional and the def2-TZVPD basis) on the molecule C20H18N6S2.

Each line ends with the natural charge from an NBO analysis.
Geometry (Å):
C: 0.45 5.06 1.09  -0.363
C: 0.22 3.93 0.46  -0.193
C: -1.03 3.11 0.61  -0.253
N: -0.73 1.71 0.71  -0.362
C: -1.25 0.71 -0.06  0.183
S: -2.49 0.96 -1.24  0.292
C: -2.30 -0.62 -2.11  -0.559
C: -0.90 -0.80 -2.58  0.370
N: -0.15 0.15 -3.03  -0.278
N: 1.00 -0.45 -3.40  -0.385
C: 0.98 -1.79 -3.19  0.215
S: 2.16 -2.87 -3.52  -0.242
N: -0.27 -2.02 -2.64  -0.429
C: -0.74 -3.27 -2.20  0.200
C: -1.05 -3.46 -0.86  -0.252
C: -1.50 -4.69 -0.43  -0.195
C: -1.63 -5.74 -1.33  -0.204
C: -1.30 -5.55 -2.67  -0.207
C: -0.86 -4.32 -3.11  -0.212
N: -0.67 -0.43 0.20  -0.352
N: 0.25 -0.21 1.14  -0.267
C: 0.23 1.06 1.46  0.294
C: 1.10 1.65 2.46  -0.020
C: 0.67 2.64 3.34  -0.212
C: 1.53 3.16 4.28  -0.202
C: 2.84 2.71 4.35  -0.205
C: 3.28 1.71 3.49  -0.207
C: 2.41 1.18 2.55  -0.191
H: 1.35 5.63 0.94  0.209
H: -0.27 5.48 1.78  0.190
H: 0.95 3.52 -0.24  0.212
H: -1.61 3.44 1.47  0.210
H: -1.65 3.23 -0.29  0.236
H: -2.59 -1.43 -1.44  0.263
H: -2.99 -0.57 -2.96  0.257
H: 1.77 0.08 -3.78  0.427
H: -0.91 -2.64 -0.16  0.263
H: -1.73 -4.84 0.61  0.216
H: -1.97 -6.70 -1.00  0.214
H: -1.39 -6.37 -3.37  0.217
H: -0.59 -4.16 -4.14  0.233
H: -0.36 2.98 3.31  0.206
H: 1.19 3.93 4.96  0.213
H: 3.52 3.13 5.08  0.215
H: 4.29 1.35 3.56  0.218
H: 2.73 0.40 1.88  0.235

Summary:
* LUMO energy: 0.018 hartree
* molecular weight: 406.54 g/mol
* HOMO: -7.7 eV
* gap between HOMO and LUMO: 8.210 eV
* spin multiplicity: 1
* energy relative to the best compared isomer or geometry (same formula, charge and spin): 20.1 kJ/mol
* structure (SMILES): C=CCn1c(SCc2n[nH]c(=S)n2-c2ccccc2)nnc1-c1ccccc1

---

ORCA calculation (the ωB97M-V functional and the def2-TZVPD basis) on a 2-piece molecular cluster, C4H8NS overall.

Each line ends with the natural charge from an NBO analysis.
Geometry (Å):
C: 3.25 0.60 -2.32  -0.057
C: -1.58 -1.03 1.42  -0.420
C: -0.91 0.42 1.09  -0.446
C: -2.35 0.13 0.73  -0.422
N: 2.69 -0.16 -1.55  -0.437
S: 2.07 -1.07 -0.61  0.892
H: 4.33 0.58 -2.63  0.302
H: 2.52 1.30 -2.87  0.290
H: -1.29 -1.96 0.83  0.209
H: -1.98 -1.17 2.37  0.224
H: -0.09 0.65 0.43  0.182
H: -0.82 1.06 2.01  0.230
H: -3.11 0.60 1.43  0.228
H: -2.74 0.06 -0.32  0.225

Summary:
* LUMO energy: -0.288 hartree
* molecular weight: 102.18 g/mol
* HOMO: -13.1 eV
* gap between HOMO and LUMO: 5.287 eV
* spin multiplicity: 1
* net charge: +1
* energy relative to the best compared isomer or geometry (same formula, charge and spin): 412.1 kJ/mol